Here is a cluster of 2 separate species, C33H43O2S in total from the OMol25 dataset. Energies are from ωB97M-V with the def2-TZVPD basis set.

2S+1	1
net charge	+1
calculated total energy	-49840.6398	eV
energy relative to the best compared isomer or geometry (same formula, charge and spin)	25.6	kJ/mol
LUMO	-4.26	eV

Geometry (Å):
1 C -4.94623 2.79826 2.73414
2 C -4.06836 1.70379 2.20786
3 C -3.65151 0.69493 3.07205
4 C -2.83480 -0.35531 2.64912
5 C -2.57341 -1.44229 3.65391
6 C -2.34747 -0.36083 1.32565
7 C -1.40301 -1.45172 0.82748
8 C -2.22955 -2.66265 0.35920
9 C -0.26825 -1.90812 1.80060
10 C 0.52517 -0.82276 2.42295
11 C 1.82008 -0.40980 2.00562
12 C 2.06921 0.99483 1.82476
13 C 0.95669 2.00712 1.78284
14 C 3.36998 1.43554 1.62637
15 C 4.45597 0.56028 1.51716
16 C 5.84466 1.09606 1.32966
17 C 4.20670 -0.81473 1.58783
18 C 2.93084 -1.31742 1.82313
19 C 2.77516 -2.80553 1.94842
20 C -2.86058 0.59665 0.41416
21 C -2.57897 0.52407 -1.05925
22 C -3.66986 1.63744 0.86966
23 H -5.28944 3.45046 1.92837
24 H -5.83192 2.39221 3.23739
25 H -4.43154 3.42039 3.47748
26 H -3.98600 0.70931 4.11129
27 H -2.81733 -2.44314 3.27157
28 H -1.53176 -1.43827 4.00552
29 H -3.18086 -1.27370 4.55609
30 H -0.89384 -1.05028 -0.06447
31 H -2.99006 -2.36261 -0.37370
32 H -1.58875 -3.42581 -0.09811
33 H -2.75283 -3.11942 1.20829
34 H -0.69931 -2.54114 2.59407
35 H 0.40591 -2.55814 1.22869
36 H -0.07095 -0.11619 3.00837
37 H 1.33213 2.98445 2.12192
38 H 0.59160 2.14132 0.74818
39 H 0.09411 1.75759 2.41298
40 H 3.55289 2.50764 1.53266
41 H 6.53864 0.29918 1.03339
42 H 5.86140 1.87585 0.55416
43 H 6.22320 1.54986 2.25995
44 H 5.04012 -1.51452 1.45076
45 H 3.69082 -3.24896 2.37097
46 H 1.95964 -3.08694 2.62881
47 H 2.61018 -3.26925 0.95958
48 H -3.17905 1.27968 -1.57430
49 H -1.53008 0.72360 -1.30697
50 H -2.83708 -0.44840 -1.49171
51 H -4.02325 2.39788 0.16373
52 C 8.33982 0.64513 4.44243
53 O 7.74815 -0.64503 4.17442
54 C 6.50001 -0.88972 4.67419
55 C 6.04198 -2.22791 4.61782
56 C 4.69574 -2.49431 4.78179
57 C 3.76397 -1.45852 5.00079
58 C 2.28750 -1.78140 5.01411
59 C 1.32366 -0.71655 4.86023
60 S -0.04766 -0.86543 5.88052
61 C 0.50340 -1.57128 7.46393
62 C -0.15991 0.86868 6.42307
63 O 1.88187 -2.96790 5.09073
64 C 4.25257 -0.15703 5.22018
65 C 5.61512 0.12592 5.10475
66 H 9.36748 0.55995 4.09030
67 H 7.82507 1.43619 3.87824
68 H 8.33627 0.88363 5.51598
69 H 6.76145 -3.01677 4.40318
70 H 4.34224 -3.52469 4.72084
71 H 1.63242 0.30070 4.61898
72 H -0.34879 -1.53626 8.15930
73 H 0.80707 -2.60680 7.27854
74 H 1.33618 -0.96852 7.84979
75 H -0.96945 0.93441 7.15685
76 H 0.80417 1.15938 6.85486
77 H -0.39860 1.48430 5.55241
78 H 3.55837 0.64995 5.46099
79 H 5.97283 1.13966 5.29371

Listed below, in e, are the Löwdin charges computed for each atom:
1 C -0.052
2 C -0.265
3 C -0.016
4 C -0.206
5 C -0.056
6 C -0.123
7 C -0.277
8 C -0.031
9 C -0.121
10 C 0.054
11 C -0.139
12 C -0.189
13 C -0.023
14 C 0.001
15 C -0.232
16 C -0.028
17 C 0.008
18 C -0.169
19 C -0.033
20 C -0.207
21 C -0.041
22 C 0.001
23 H 0.078
24 H 0.087
25 H 0.085
26 H 0.119
27 H 0.090
28 H 0.000
29 H 0.088
30 H 0.133
31 H 0.085
32 H 0.090
33 H 0.081
34 H 0.125
35 H 0.113
36 H 0.087
37 H 0.089
38 H 0.104
39 H 0.070
40 H 0.129
41 H 0.091
42 H 0.094
43 H 0.075
44 H 0.136
45 H 0.084
46 H 0.073
47 H 0.106
48 H 0.082
49 H 0.085
50 H 0.080
51 H 0.123
52 C -0.054
53 O -0.082
54 C -0.257
55 C 0.017
56 C -0.023
57 C -0.154
58 C -0.457
59 C -0.346
60 S 1.057
61 C -0.218
62 C -0.221
63 O -0.011
64 C -0.019
65 C -0.007
66 H 0.097
67 H 0.077
68 H 0.103
69 H 0.128
70 H 0.126
71 H 0.078
72 H 0.072
73 H 0.061
74 H 0.076
75 H 0.069
76 H 0.070
77 H 0.062
78 H 0.109
79 H 0.110

Here is a structure of composition C28H65AsF9O16V from the OMol25 dataset. Energies are from ωB97M-V with the def2-TZVPD basis set.

2S+1	1
net charge	0
calculated total energy	-173828.9183	eV
energy relative to the best compared isomer or geometry (same formula, charge and spin)	0.0	kJ/mol
LUMO	-3.09	eV

Geometry (Å):
1 O -22.02535 -5.08363 26.53913
2 V -21.32195 -6.28111 27.21613
3 O -22.20559 -7.57490 27.19051
4 As -25.46688 -5.45070 28.59824
5 F -23.70450 -5.50354 28.49446
6 F -25.58760 -6.76318 27.46742
7 F -27.20831 -5.47994 28.65236
8 F -25.43376 -4.03834 29.63481
9 F -25.42068 -4.37439 27.21099
10 F -25.32450 -6.53213 29.96219
11 C -27.91551 -8.86451 27.65893
12 O -27.20828 -10.07740 27.60997
13 C -25.84373 -9.89800 27.29363
14 C -25.07611 -11.21582 27.23465
15 O -23.70472 -11.03086 27.49667
16 C -23.37926 -10.66989 28.80981
17 H -27.74584 -8.31179 26.73088
18 H -27.61581 -8.22247 28.49946
19 H -28.95734 -9.10774 27.86901
20 H -25.46068 -9.19770 28.04506
21 H -25.67601 -9.42655 26.31699
22 H -25.13904 -11.58969 26.21288
23 H -25.57260 -11.96807 27.85733
24 H -22.31731 -10.91350 28.93830
25 H -23.80390 -11.28327 29.61324
26 H -23.50283 -9.59827 28.99176
27 C -22.07450 -6.57478 30.42900
28 O -21.05445 -6.34871 29.43769
29 C -20.30548 -5.18059 29.82031
30 C -19.10098 -5.00073 28.91056
31 O -19.49389 -5.03460 27.52652
32 C -18.44944 -4.71850 26.63198
33 H -21.58338 -6.84430 31.36666
34 H -22.75059 -7.36572 30.11961
35 H -22.67510 -5.68707 30.62358
36 H -19.86916 -5.34118 30.80844
37 H -20.94533 -4.29642 29.81004
38 H -18.39374 -5.81369 29.10072
39 H -18.61043 -4.05508 29.13987
40 H -18.84714 -4.73224 25.61760
41 H -17.61913 -5.43101 26.71006
42 H -17.96763 -3.74354 26.75259
43 C -25.12114 -4.50651 24.03305
44 O -24.07080 -3.77761 23.41956
45 C -23.49786 -2.77878 24.22369
46 C -24.36250 -1.50720 24.26734
47 O -24.22358 -0.70140 23.10624
48 C -24.73726 -1.26954 21.92729
49 H -25.58607 -5.13728 23.27287
50 H -25.91635 -3.89837 24.46467
51 H -24.65642 -5.19504 24.74561
52 H -22.56061 -2.48488 23.74946
53 H -23.32215 -3.08819 25.26017
54 H -24.06290 -0.85432 25.08499
55 H -25.41015 -1.81689 24.34001
56 H -25.64821 -1.85766 22.08642
57 H -24.02258 -1.90576 21.40319
58 H -25.05001 -0.44942 21.27795
59 C -22.65223 -2.47779 28.45835
60 O -22.00690 -1.56081 29.31718
61 C -22.91340 -0.83678 30.13775
62 C -22.13704 0.20905 30.94805
63 O -22.11661 1.48246 30.31659
64 C -21.25770 1.52281 29.22085
65 H -23.18270 -2.00226 27.62685
66 H -23.33851 -3.06924 29.07241
67 H -21.91361 -3.15020 28.02429
68 H -23.33747 -1.56118 30.83903
69 H -23.60792 -0.25327 29.52849
70 H -21.11174 -0.11864 31.14230
71 H -22.67363 0.35996 31.88370
72 H -21.38299 0.71639 28.48694
73 H -20.18818 1.47385 29.48164
74 H -21.38373 2.44715 28.65449
75 C -25.32280 -9.18013 32.29502
76 O -26.24576 -10.24541 32.20850
77 C -26.92346 -10.25050 30.96328
78 C -27.82440 -11.48707 30.91797
79 O -27.23758 -12.74882 31.24671
80 C -26.08238 -13.02516 30.50287
81 H -25.02519 -9.05831 33.33675
82 H -25.79932 -8.24164 31.98064
83 H -24.45270 -9.39710 31.65939
84 H -26.16372 -10.28564 30.17312
85 H -27.53530 -9.35198 30.85005
86 H -28.31638 -11.57623 29.94922
87 H -28.49397 -11.31428 31.76266
88 H -25.63137 -13.90670 30.96650
89 H -25.32062 -12.24238 30.58626
90 H -26.20444 -13.23393 29.43442
91 C -24.02321 -4.46475 32.93843
92 O -23.12779 -5.17672 33.77216
93 C -23.54897 -6.50411 34.01279
94 C -24.74025 -6.56090 34.95459
95 O -24.88406 -7.89546 35.40621
96 C -26.06437 -8.10051 36.16593
97 H -25.00790 -4.32632 33.38337
98 H -24.13957 -4.99048 31.98370
99 H -23.56874 -3.50668 32.69580
100 H -22.69551 -7.04248 34.42015
101 H -23.83502 -6.97222 33.06120
102 H -25.68978 -6.26207 34.49177
103 H -24.56532 -5.91084 35.82356
104 H -26.88939 -7.64547 35.60817
105 H -25.99018 -7.70244 37.18039
106 H -26.22367 -9.17555 36.21361
107 C -28.65682 -2.47489 29.94094
108 C -28.36930 -2.56400 28.44992
109 O -28.99025 -1.48173 27.74927
110 C -30.26599 -1.63127 27.43059
111 O -30.93224 -2.59653 27.64012
112 C -30.86092 -0.37006 26.77482
113 F -29.97809 0.61781 26.60356
114 F -31.40064 -0.70196 25.60504
115 F -31.82063 0.10855 27.59410
116 H -29.59809 -2.92394 30.24700
117 H -28.68296 -1.40891 30.19741
118 H -27.82807 -2.83628 30.54918
119 H -28.66770 -3.54641 28.08979
120 H -27.29634 -2.47668 28.29953

Atomic partial charges in e from the Löwdin method, atoms 1 to 99:
1 O -0.233
2 V 1.050
3 O -0.239
4 As 0.785
5 F -0.283
6 F -0.239
7 F -0.235
8 F -0.253
9 F -0.252
10 F -0.249
11 C -0.112
12 O -0.193
13 C -0.216
14 C -0.183
15 O -0.162
16 C -0.122
17 H 0.092
18 H 0.069
19 H 0.092
20 H 0.100
21 H 0.130
22 H 0.126
23 H 0.103
24 H 0.091
25 H 0.072
26 H 0.067
27 C -0.045
28 O -0.239
29 C -0.143
30 C -0.133
31 O -0.275
32 C -0.058
33 H 0.110
34 H 0.091
35 H 0.076
36 H 0.149
37 H 0.132
38 H 0.143
39 H 0.149
40 H 0.107
41 H 0.106
42 H 0.110
43 C -0.093
44 O -0.199
45 C -0.209
46 C -0.189
47 O -0.184
48 C -0.121
49 H 0.089
50 H 0.081
51 H 0.080
52 H 0.129
53 H 0.097
54 H 0.121
55 H 0.115
56 H 0.089
57 H 0.085
58 H 0.085
59 C -0.102
60 O -0.215
61 C -0.183
62 C -0.187
63 O -0.174
64 C -0.136
65 H 0.094
66 H 0.065
67 H 0.056
68 H 0.117
69 H 0.140
70 H 0.126
71 H 0.124
72 H 0.081
73 H 0.089
74 H 0.089
75 C -0.103
76 O -0.174
77 C -0.215
78 C -0.166
79 O -0.161
80 C -0.122
81 H 0.073
82 H 0.083
83 H 0.086
84 H 0.097
85 H 0.130
86 H 0.124
87 H 0.127
88 H 0.094
89 H 0.056
90 H 0.080
91 C -0.095
92 O -0.186
93 C -0.201
94 C -0.212
95 O -0.217
96 C -0.093
97 H 0.092
98 H 0.060
99 H 0.083

Question: energy relative to the best compared isomer or geometry (same formula, charge and spin) of number 2 (C28H65AsF9O16V)?
Answer: 0.0 kJ/mol